1.
33
Properties=species:S:1:pos:R:3:forces:R:3 method="wB97M-V/def2-TZVPD" multiplicity=1 lumo_energy_ha=0.0848 gap_ev=8.07 total_charge=-1 homo_energy_ev=-5.8
Pt -0.0249 0.8559 0.8596 -0.57 -0.19 -0.77
S -0.0645 3.2995 -1.4241 -0.11 -0.17 -0.11
O 2.0059 0.4591 0.8630 0.21 0.49 0.63
O -2.0218 0.4745 0.9474 -0.27 0.22 0.67
O 3.5160 -0.4165 2.2870 -0.02 0.02 0.07
O 1.2226 2.8650 -1.8913 -0.02 0.03 0.00
O -0.3926 3.6119 2.2440 -0.03 -0.03 -0.01
O -3.4647 -0.5585 2.3297 0.00 0.03 0.12
O 0.1275 -1.5389 6.1146 0.00 -0.03 -0.02
O -1.1948 3.0853 -2.2862 0.03 -0.04 0.00
N -0.3609 2.7604 0.0960 0.68 -0.05 0.03
N 0.0261 -0.5829 2.1599 0.10 0.09 0.61
C 0.0614 -1.2258 4.7977 0.02 0.04 -0.06
C 1.2629 -1.0180 4.1213 -0.04 -0.19 0.01
C 0.1960 7.3528 -1.1586 -0.01 0.02 0.01
C 2.3788 -0.1720 1.9376 -0.24 -0.14 -0.35
C 1.1993 -0.6713 2.7925 0.26 0.04 -0.17
C -2.3450 -0.2324 1.9919 0.18 -0.04 -0.35
C -1.1579 -1.0478 4.1425 0.00 -0.15 -0.02
C -0.3239 3.7573 1.0392 -0.09 0.07 -0.14
C 0.1768 6.1113 -1.7801 -0.01 -0.01 0.03
C -0.0063 5.0052 -0.9726 0.04 0.07 -0.03
C 0.0352 7.4659 0.2223 -0.01 0.00 -0.02
C -0.1499 6.3400 1.0122 -0.02 -0.01 -0.01
C -1.1344 -0.6940 2.8146 -0.12 -0.05 -0.21
C -0.1719 5.1050 0.3888 0.02 -0.04 0.04
H -0.2740 6.4021 2.0853 0.00 0.00 0.00
H 0.3371 8.2464 -1.7537 0.01 0.00 0.00
H -0.7652 -1.6018 6.4702 -0.01 0.00 0.01
H 0.3029 6.0108 -2.8498 0.00 0.00 0.00
H 0.0540 8.4472 0.6798 0.01 0.00 0.00
H -2.1148 -1.1276 4.6440 0.01 0.00 0.02
H 2.2189 -1.0755 4.6210 -0.01 0.01 0.01

2.
41
Properties=species:S:1:pos:R:3:forces:R:3 method="wB97M-V/def2-TZVPD" multiplicity=1 lumo_energy_ha=-0.2211 gap_ev=6.48 de_lowest_kcal_mol=0.0 total_charge=+1 homo_energy_ev=-12.5
Rh 0.0006 -0.0151 -0.1773 0.12 0.53 -0.07
Cl 1.0083 -0.9475 1.6306 0.05 -0.26 0.04
Cl -1.2026 -0.8223 3.5779 -0.01 0.02 0.03
S -3.1799 0.9684 -0.2287 0.04 -0.01 -0.10
S -2.6770 -1.6686 -1.1861 -0.03 0.03 -0.17
F 2.9878 -3.1203 -3.2339 0.00 0.00 0.00
F -4.5206 -2.9201 0.1468 0.04 -0.02 0.02
F -2.8237 -2.3064 1.3506 -0.01 -0.02 -0.06
F -2.6362 -3.9850 -0.0026 0.01 0.00 -0.01
F -5.6031 0.8669 0.7054 0.03 0.01 0.01
F -4.1187 -0.0336 2.0011 -0.02 0.03 -0.03
F -4.2363 2.1223 1.8286 0.01 -0.02 -0.01
F 4.8670 0.8713 -1.7414 0.01 0.00 -0.01
O -1.2133 -1.5037 -0.9680 0.00 -0.18 0.37
O -2.9972 -2.3496 -2.3834 -0.04 0.07 -0.04
O -3.4666 2.1147 -1.0113 -0.02 0.00 -0.03
O -1.8639 0.9580 0.4418 -0.05 -0.08 0.09
N 1.1721 1.5603 0.2493 -0.20 -0.13 -0.03
N -3.4962 -0.3709 -0.9749 0.05 -0.01 0.09
C 2.6835 0.3242 -1.0463 -0.03 0.10 0.04
C 2.8846 -2.0018 -2.5233 -0.01 -0.07 -0.03
C 3.8370 0.0200 -1.7621 -0.02 -0.04 0.00
C 1.6289 -0.5942 -1.1126 0.00 -0.12 -0.09
C 2.4236 1.5364 -0.2671 0.02 -0.07 -0.06
C 2.8265 3.6773 0.7143 0.07 -0.01 -0.03
C 0.7294 2.5915 0.9793 0.06 -0.02 -0.02
C 1.7029 -1.7674 -1.8298 0.05 0.05 0.02
C 1.5388 3.6780 1.2295 -0.07 0.00 0.03
C 3.9604 -1.1355 -2.5052 0.01 0.05 0.02
C 3.2787 2.6046 -0.0370 -0.05 0.04 0.04
C -4.3774 0.9773 1.1774 -0.02 -0.01 0.00
C -3.2098 -2.8045 0.1651 0.03 0.04 0.04
C -0.1476 -1.8780 2.7073 0.00 0.06 -0.16
H 3.4860 4.5154 0.8952 -0.01 0.00 0.01
H 4.2760 2.5949 -0.4443 0.00 -0.01 -0.01
H 0.5403 -2.4024 3.3631 -0.04 0.00 0.05
H -0.6940 -2.5436 2.0504 0.01 0.00 0.03
H 4.8653 -1.3497 -3.0551 0.00 -0.01 0.00
H 0.8931 -2.4812 -1.8812 0.00 0.00 0.00
H 1.1595 4.5019 1.8156 0.01 0.00 0.00
H -0.2863 2.5183 1.3426 0.00 0.02 0.01

3.
37
Properties=species:S:1:pos:R:3:forces:R:3 method="wB97M-V/def2-TZVPD" multiplicity=6 lumo_energy_ha="-0.1058 / -0.2548" gap_ev="8.99 / 5.66" de_lowest_kcal_mol=0.0 total_charge=+1 homo_energy_ev="-11.9 / -12.6"
Ir -0.2299 0.2578 -0.7231 -0.21 -0.17 -0.31
Cl 1.9211 -3.9734 -3.7999 -0.03 -0.02 0.00
Cl 1.9685 -1.0076 -2.7522 -0.06 -0.13 0.03
Cl -0.4368 -5.8181 -2.9651 -0.01 -0.08 -0.02
Cl -2.6059 -1.7888 -0.1036 0.03 -0.10 -0.16
Cl -2.7129 -4.7777 -1.1176 0.01 -0.02 -0.01
O 1.6113 0.9439 -0.1342 0.36 0.05 0.49
O 3.2000 0.9667 4.1179 -0.33 -0.31 0.84
O 3.1034 1.2782 1.5004 0.32 0.08 -0.29
O -0.1004 1.7128 -2.4362 0.03 0.36 -0.04
O 1.7474 0.2568 5.6523 0.05 -0.14 0.11
N -0.0142 -0.2739 1.5002 -0.37 -0.06 0.41
N -0.3161 3.8747 -2.9753 0.02 -0.01 -0.06
N -0.7490 -0.7477 2.5168 0.15 0.04 0.06
C 1.0843 0.2246 2.0455 0.03 -0.13 -0.28
C 2.0514 0.4228 4.5060 0.18 0.45 -0.13
C -1.4276 -3.7496 -1.5751 -0.08 -0.23 -0.04
C 2.0450 0.8527 1.1104 -0.21 0.30 -0.40
C -1.2908 3.0744 -0.8834 -0.19 0.03 0.08
C 0.6782 -3.3876 -2.7862 0.03 -0.23 -0.09
C -0.3163 -1.6080 -1.4925 -0.01 0.31 0.15
C -1.8287 1.7561 -0.3627 0.16 -0.12 0.09
C -0.5343 2.8583 -2.1619 0.08 -0.19 -0.10
C -1.3737 -2.4496 -1.1409 0.00 0.12 0.00
C -0.3891 -4.2187 -2.4090 0.00 -0.05 -0.02
C -0.1201 -0.5708 3.6908 -0.18 -0.15 0.00
C 1.0787 0.0562 3.4282 0.14 -0.03 0.28
C 0.7072 -2.0894 -2.3189 0.03 0.11 0.03
H -2.0979 3.7956 -1.0389 0.01 0.07 -0.01
H -2.0730 1.7734 0.6965 -0.03 0.01 -0.01
H 0.2362 3.7356 -3.8075 0.00 0.00 -0.01
H -0.5944 3.5303 -0.1746 0.02 -0.01 0.03
H -0.6703 4.7949 -2.7770 -0.01 0.01 0.02
H 3.2485 1.0595 3.1513 0.16 0.13 -0.52
H -1.6213 -1.2183 2.3330 0.00 0.00 -0.02
H -2.6519 1.3510 -0.9497 -0.08 0.09 0.00
H -0.5265 -0.8972 4.6361 -0.01 0.01 -0.08

4.
37
Properties=species:S:1:pos:R:3:forces:R:3 method="wB97M-V/def2-TZVPD" multiplicity=4 lumo_energy_ha="-0.2981 / -0.3335" gap_ev="5.99 / 5.03" total_charge=+2 homo_energy_ev="-14.1 / -14.1"
Re -0.9805 -0.9421 -0.1319 -0.01 -0.42 -0.56
Cl -5.3075 -1.7179 2.1890 -0.05 0.04 -0.06
Cl 0.4720 -1.6322 4.6288 0.03 0.03 -0.10
Cl -2.0180 -1.9823 6.4872 -0.07 -0.01 -0.02
Cl -4.8707 -2.0181 5.2752 0.20 0.02 -0.13
O -0.3911 -1.2667 1.7484 0.08 0.01 -0.19
O -2.6591 -1.2923 0.7694 0.37 0.31 -0.94
O -1.9567 -0.3773 -2.0390 0.08 -0.29 0.52
O 0.8200 -0.0533 -0.9540 -0.09 -0.14 0.28
O 1.2358 1.6071 -2.5003 -0.05 -0.32 0.26
N 0.5392 -2.1571 -1.6505 -0.41 0.22 0.87
N -0.0628 1.9893 -0.6055 0.06 -0.92 0.19
C 1.1121 4.0392 -1.0705 -0.63 -0.05 0.14
C -1.1094 -1.6438 4.0090 -0.08 -0.05 0.46
C 2.5938 -0.9610 -2.3986 -0.27 0.01 0.14
C -3.7529 -1.6791 2.8786 0.12 0.03 -0.44
C -2.6434 -1.4983 2.0702 0.13 -0.20 1.03
C 2.4333 2.1878 -2.0044 0.24 0.63 0.16
C -3.5423 -1.8225 4.2543 -0.23 -0.05 0.14
C -0.0128 3.3591 -0.7104 0.41 0.60 -0.21
C 3.6455 0.0534 -2.4253 0.17 0.39 0.09
C -1.3145 -1.4771 2.6259 -0.39 0.02 -0.36
C 3.6125 1.3765 -2.1882 0.04 -0.37 -0.24
C 1.4221 -1.0255 -1.7797 0.24 -0.26 -0.28
C -2.2199 -1.8054 4.8145 0.45 0.03 -0.05
C 0.6713 1.2811 -1.3417 -0.44 1.06 -0.19
C 2.3405 3.4176 -1.4447 0.26 -0.43 -0.27
H 4.6170 -0.3691 -2.6480 0.01 -0.01 0.07
H 0.9492 -2.8892 -1.0738 0.09 -0.06 -0.09
H 1.1191 5.1084 -0.9081 -0.05 0.01 -0.07
H 2.8625 -1.8820 -2.9065 -0.08 -0.04 -0.02
H 3.2652 3.9450 -1.2428 0.02 -0.07 0.09
H 0.2823 -2.5810 -2.5366 -0.16 0.07 -0.05
H -2.8833 -0.1291 -1.8847 0.05 0.15 -0.17
H -1.9467 -0.9510 -2.8196 -0.06 0.02 0.01
H 4.5549 1.9110 -2.1660 0.00 -0.01 0.01
H -0.8768 3.8776 -0.3199 0.04 0.04 -0.01

5.
36
Properties=species:S:1:pos:R:3:forces:R:3 method="wB97M-V/def2-TZVPD" multiplicity=1 lumo_energy_ha=0.1898 gap_ev=5.14 de_lowest_kcal_mol=0.0 total_charge=-2 homo_energy_ev=0.0
Pd -0.8706 -0.9038 -0.1370 -0.13 -0.21 -0.28
F 1.3294 3.7955 -1.4438 -0.02 0.06 0.00
F -3.3476 3.9226 -1.3017 -0.01 0.03 0.00
O 0.3375 0.2593 3.4346 -0.08 0.15 -0.03
O -2.1850 -2.5242 0.6736 -0.11 0.18 -0.01
N -1.7754 0.1329 2.5266 -0.57 -0.03 0.10
N -0.9112 -2.8002 0.5994 0.22 -0.06 -0.39
N -1.3201 -0.7498 4.6305 -0.01 0.04 -0.02
N 1.8250 -4.3305 -0.8603 -0.01 -0.04 0.02
N 1.3293 -0.1413 -0.2221 0.01 -0.12 -0.08
N -2.2640 -3.9874 -2.5005 -0.01 -0.02 -0.08
C -0.8275 -0.0897 3.4765 0.09 -0.30 -0.09
C 3.5411 -0.7641 -0.8766 -0.04 -0.04 0.08
C -0.5728 -3.4240 -0.6389 0.05 -0.22 -0.05
C 0.7351 -3.9350 -0.7665 -0.17 0.21 0.01
C 0.1413 1.7504 -1.0658 0.17 -0.04 -0.03
C 0.1438 3.1155 -1.3043 0.03 -0.01 -0.02
C 1.3982 0.9542 -0.9916 -0.13 0.11 -0.05
C -2.1879 3.1948 -1.2153 -0.05 0.00 -0.01
C 3.6283 0.3720 -1.6630 0.03 0.05 -0.04
C -1.5115 -3.7008 -1.6652 0.09 -0.03 0.37
C 2.3671 -0.9723 -0.1694 -0.01 0.02 0.07
C -1.0010 3.8830 -1.3882 0.03 -0.05 0.01
C 2.5528 1.2422 -1.7226 -0.04 0.00 0.04
C -2.2524 1.8457 -0.9602 0.02 -0.03 -0.09
C -1.0858 1.0622 -0.8707 0.04 -0.01 0.19
H 2.5864 2.1216 -2.3478 0.02 0.00 0.00
H -3.2295 1.3946 -0.8300 0.00 0.00 0.01
H 2.2381 -1.8447 0.4587 0.00 -0.02 -0.02
H -1.5430 0.0386 1.5138 0.55 0.40 0.37
H 4.3428 -1.4876 -0.8153 0.00 0.01 -0.01
H -2.6420 -0.3614 2.6792 0.03 -0.04 0.06
H -1.9934 -1.4735 4.4199 0.05 -0.01 -0.02
H 4.5232 0.5745 -2.2420 -0.01 0.00 -0.01
H -0.9639 4.9484 -1.5614 0.00 0.00 0.00
H -0.5349 -1.1173 5.1473 -0.03 0.01 0.03

6.
35
Properties=species:S:1:pos:R:3:forces:R:3 method="wB97M-V/def2-TZVPD" multiplicity=1 lumo_energy_ha=-0.0488 gap_ev=6.98 de_lowest_kcal_mol=25.1 homo_energy_ev=-8.3
Co -1.0510 1.1942 8.6060 2.17 -3.01 -1.22
Co 0.3288 -0.9020 8.1559 0.52 0.41 2.59
O 0.5010 -1.5279 11.0522 -0.64 0.94 -3.10
O 1.5934 -3.4078 7.3658 -0.87 1.42 0.12
O 0.6302 3.4432 7.9420 -0.60 -1.19 0.28
O 2.5378 0.9128 7.7760 -3.31 -1.90 0.25
O -3.6314 2.4298 8.2945 3.37 -1.57 0.47
O -0.9574 1.2359 11.5156 0.16 -0.58 -2.88
C 0.3676 -1.2519 9.9307 0.96 -1.65 3.24
C 1.5911 0.2309 7.9146 5.59 2.49 -0.40
C -4.8943 -2.3067 7.4064 0.16 -0.01 -0.04
C -1.4872 -0.5934 7.9363 -1.50 0.08 -2.30
C -3.6273 -1.8041 7.0836 0.36 0.11 0.45
C -0.6818 -0.2075 6.8540 -3.80 -0.16 1.05
C -0.9533 1.0962 10.3595 -0.60 1.04 3.84
C -4.5976 -1.7334 9.7202 0.21 0.10 0.06
C 1.0391 -2.4280 7.5903 0.72 -1.52 -0.21
C -3.3413 -1.2372 9.4200 0.33 -0.07 -0.39
C -0.9499 -0.5631 5.4167 0.80 0.77 0.54
C 0.0193 2.5015 8.1825 1.35 2.79 -0.86
C -5.3901 -2.2643 8.7094 -0.17 -0.09 -0.27
C -2.8366 -1.2392 8.1036 0.29 0.06 0.55
C -2.5793 1.9250 8.4193 -4.55 1.88 -0.83
B 0.1805 -0.1385 1.2047 -2.09 -1.79 4.83
H -3.2366 -1.8866 6.0640 -0.42 0.11 0.42
H -2.6863 -0.8344 10.1988 -0.43 -0.13 -0.19
H 0.4287 -1.2675 1.5901 0.90 0.03 -1.73
H -5.4955 -2.7513 6.6194 0.03 0.07 0.07
H -6.3925 -2.6503 8.9317 0.48 0.16 -0.13
H -1.0281 -0.1098 1.2932 0.20 0.67 -1.81
H -1.7074 0.1006 4.9579 0.66 -0.43 -0.10
H 0.0024 -0.7471 4.8713 -0.89 0.57 -0.05
H -1.3844 -1.5164 5.6692 -0.26 -0.61 -0.93
H 0.6152 0.5594 2.0688 0.98 1.09 -1.27
H -4.9380 -1.6917 10.7479 -0.11 -0.08 -0.07